Record 1
Molecular formula: C18H39O6P
Method: DFT, wB97M-V/def2-TZVPD

XYZ file:
```
64
Properties=species:S:1:pos:R:3:forces:R:3
C 3.598294 -2.569785 -1.506840 -1.04 0.71 -0.14
C 2.333725 -2.360564 -2.390573 1.93 -0.13 -1.12
O 1.690358 -1.135549 -2.020662 -1.63 -1.41 0.39
P 0.401923 -1.259600 -0.947413 0.28 0.58 1.32
O 0.036417 -2.869261 -0.626938 0.36 1.30 -0.93
H 4.166511 -1.628064 -1.564753 -0.07 -0.37 0.15
H 4.237166 -3.390258 -1.856023 -0.35 0.06 0.19
H 3.251538 -2.693394 -0.469530 0.44 -0.23 -0.22
H 1.680053 -3.242567 -2.441144 0.00 0.38 0.36
H 2.704050 -2.209435 -3.423790 -0.35 0.00 0.35
H -0.731268 -0.845786 -1.748831 0.44 -0.68 -0.40
H -0.344134 -3.308388 -1.392473 -0.17 -0.32 -0.11
C -4.039590 -4.964424 0.767302 -0.19 -0.11 0.26
C -2.665420 -4.343109 0.949943 0.05 0.21 -0.10
C -1.750897 -5.465925 0.492925 0.03 -0.25 0.05
O -2.471810 -6.202549 -0.503473 -0.07 0.15 0.10
C -3.845725 -5.789721 -0.491660 0.04 0.06 -0.25
H -4.842466 -4.234530 0.674406 0.02 -0.03 -0.08
H -4.267385 -5.619244 1.613800 0.00 0.01 -0.03
H -2.557332 -3.479093 0.288116 0.03 0.00 0.04
H -2.460558 -4.017512 1.969509 0.02 -0.02 -0.02
H -1.516809 -6.148788 1.317049 0.05 0.07 0.04
H -0.815196 -5.100741 0.070205 0.00 -0.09 0.00
H -4.027812 -5.189245 -1.389273 -0.11 0.02 0.05
H -4.491827 -6.668510 -0.524862 0.09 -0.04 -0.03
C 3.006634 2.006990 0.827420 -0.06 -0.14 0.22
C 4.377278 2.642942 0.995520 0.10 0.06 -0.19
C 5.299235 1.510241 0.577098 -0.01 -0.26 0.10
O 4.585450 0.738693 -0.397446 -0.07 0.12 0.10
C 3.208180 1.141548 -0.404857 -0.02 -0.03 -0.12
H 2.198868 2.729538 0.709489 0.01 -0.02 -0.02
H 2.778354 1.377618 1.692973 -0.05 0.01 -0.05
H 4.482177 3.483470 0.310574 0.03 0.01 0.08
H 4.575623 3.001827 2.004840 0.01 0.02 -0.03
H 5.534145 0.853427 1.422700 0.06 0.05 0.03
H 6.235899 1.867215 0.145163 -0.02 -0.07 -0.06
H 3.026906 1.710527 -1.324069 -0.09 0.00 0.01
H 2.565128 0.257707 -0.413933 0.30 0.21 0.03
C -7.086390 -0.843131 -1.913356 -0.27 0.01 0.08
C -5.901076 -0.235889 -1.182444 0.21 0.15 -0.12
C -5.412049 -1.409082 -0.350686 -0.05 -0.15 0.17
O -5.722042 -2.595628 -1.092694 -0.06 0.21 -0.04
C -6.601643 -2.259074 -2.172977 0.17 -0.12 -0.13
H -7.358272 -0.314266 -2.826358 0.02 -0.02 0.01
H -7.959843 -0.860483 -1.255775 0.01 0.00 -0.04
H -5.132437 0.059740 -1.901878 -0.01 0.01 0.04
H -6.154890 0.635140 -0.579071 0.00 -0.03 0.01
H -5.936656 -1.462447 0.609535 0.04 0.08 0.03
H -4.338383 -1.370452 -0.157350 -0.01 -0.09 -0.01
H -6.030859 -2.318610 -3.106022 -0.07 0.01 -0.04
H -7.416607 -2.982757 -2.218350 0.07 -0.05 0.05
C 2.546896 6.929935 2.446484 -0.16 -0.13 0.20
C 3.914450 7.569575 2.611505 0.08 0.25 -0.09
C 4.839759 6.441227 2.189513 0.08 -0.23 0.04
O 4.128269 5.667989 1.215294 -0.14 0.38 0.19
C 2.752293 6.067827 1.212941 0.07 0.02 -0.26
H 1.735823 7.648439 2.331371 0.02 -0.02 -0.02
H 2.324227 6.299337 3.311717 -0.02 0.02 -0.03
H 4.015597 8.414000 1.924271 0.02 -0.02 0.04
H 4.114294 7.927238 3.621209 0.01 -0.03 -0.02
H 5.078677 5.785496 3.034359 0.05 0.06 0.04
H 5.773608 6.802006 1.755905 -0.02 -0.08 -0.05
H 2.566124 6.636574 0.295398 -0.09 0.00 0.02
H 2.115446 5.181596 1.206973 0.08 -0.04 -0.03
```
Positions in Å, forces in eV/Å.

**Multiplicity**: 1
**LUMO**: 0.60 eV
**SMILES**: C1CCOC1.C1CCOC1.C1CCOC1.C1CCOC1.CCOPO
**Charge**: 0
**Orbital gap**: 9.299 eV

Record 2
Molecular formula: C23H29N5ReSSi
Method: DFT, wB97M-V/def2-TZVPD

XYZ file:
```
60
Properties=species:S:1:pos:R:3:forces:R:3
Re 0.962388 0.913709 0.354132 -0.48 -0.09 -0.89
C -2.803455 0.641765 4.623932 0.03 0.00 -0.01
C -2.838929 -0.089230 3.443305 0.03 0.00 0.03
C -1.695345 -0.224124 2.669792 -0.03 -0.04 0.01
C -0.521333 0.362037 3.113366 0.13 0.05 0.02
C -0.460640 1.079643 4.298310 -0.04 0.01 0.03
C -1.616625 1.224359 5.049311 -0.03 0.00 -0.01
N 0.687466 0.217236 2.329530 0.20 0.13 0.32
N 1.663340 -0.255079 2.951998 0.03 -0.03 -0.22
C 2.796323 -0.399241 2.132186 -0.18 -0.01 0.06
C 3.962826 -0.859186 2.718613 -0.04 0.00 -0.01
C 5.076124 -1.063780 1.916210 -0.01 0.02 -0.07
C 4.999803 -0.795177 0.556787 0.02 -0.03 0.06
C 3.825806 -0.315448 -0.019600 0.13 0.02 0.03
C 2.674476 -0.114044 0.745408 0.16 -0.20 0.22
H -3.699294 0.749573 5.219068 -0.02 0.00 0.01
H -3.757140 -0.567831 3.130149 -0.01 -0.01 0.00
H -1.718126 -0.812271 1.760266 0.01 0.04 0.07
H 0.471630 1.519579 4.625783 0.02 -0.01 -0.02
H -1.586601 1.786918 5.971961 0.00 0.00 0.01
H 3.983016 -1.048120 3.783369 0.00 0.00 0.01
H 6.000294 -1.420205 2.348804 0.01 -0.01 0.01
H 5.872578 -0.937143 -0.066258 0.01 0.00 -0.01
H 3.846517 -0.066868 -1.072724 0.07 0.06 0.11
C 1.007342 -0.556467 -5.050985 -0.05 0.00 0.01
N 1.129267 0.461893 -4.012195 0.09 0.06 -0.04
C 1.623003 0.238371 -2.811112 0.12 -0.07 0.03
N 1.922216 -0.996417 -2.436395 -0.11 -0.01 -0.06
S 1.912119 1.641310 -1.804900 -0.34 0.18 0.58
H 0.565452 -0.098308 -5.929765 0.01 -0.01 -0.01
H 0.350870 -1.362523 -4.717955 0.00 0.00 -0.01
H 1.987685 -0.953789 -5.316423 -0.01 -0.02 -0.01
H 0.956616 1.428186 -4.248141 -0.01 -0.03 -0.02
H 1.736024 -1.795289 -3.023263 -0.04 0.02 -0.02
H 2.304478 -1.165730 -1.519572 -0.06 -0.04 -0.03
C -3.517222 1.168609 -0.052675 0.01 0.04 0.23
Si -1.820836 1.798296 -0.405117 0.06 -0.10 -0.22
C -1.109767 2.882780 0.939683 0.14 -0.06 -0.01
C -1.658415 2.624411 -2.055527 -0.07 -0.05 -0.02
N -0.635416 0.340738 -0.330543 0.15 0.11 0.16
C -0.935725 -0.945080 -0.851366 0.13 0.05 -0.12
C -0.433736 -2.082382 -0.223742 0.03 -0.12 0.06
C -0.678514 -3.330778 -0.774064 0.02 0.01 0.03
C -1.414088 -3.445247 -1.946559 -0.01 0.01 -0.02
C -1.909938 -2.306804 -2.570961 0.00 0.02 0.01
C -1.674560 -1.054093 -2.025678 -0.03 -0.03 -0.10
H -4.179152 2.038924 -0.029231 -0.05 0.00 -0.02
H -3.582257 0.688753 0.924143 0.00 0.02 -0.06
H -3.897762 0.482645 -0.808093 0.05 0.01 -0.06
H -1.540865 3.875521 0.781255 0.05 0.05 0.02
H -0.019529 3.072969 0.903046 0.03 0.02 -0.03
H -1.365648 2.544965 1.942262 -0.05 0.03 0.00
H -2.135300 3.605920 -1.990523 -0.02 0.01 -0.01
H -2.168301 2.078051 -2.849895 0.01 0.01 -0.02
H -0.618033 2.786252 -2.340011 -0.02 0.00 0.03
H 0.130726 -1.991402 0.697726 -0.03 0.00 -0.03
H -0.304052 -4.217127 -0.280063 0.00 0.00 0.01
H -1.614727 -4.421236 -2.366321 0.00 -0.01 0.00
H -2.492408 -2.396705 -3.478156 0.00 0.01 -0.01
H -2.044645 -0.166288 -2.522579 -0.03 -0.01 0.02
```
Positions in Å, forces in eV/Å.

**Expectation value of S²**: 0.7662
**Multiplicity**: 2
**LUMO (alpha / beta)**: -7.64 / -7.47 eV
**Charge**: +2
**Orbital gap (alpha / beta)**: 7.014 / 7.079 eV

Record 3
Molecular formula: C2H6OS2
Method: DFT, wB97M-V/def2-TZVPD

XYZ file:
```
11
Properties=species:S:1:pos:R:3:forces:R:3
S 1.640504 0.722702 -3.386541 1.18 -0.24 -0.27
S 2.442184 2.580380 -3.715935 0.08 0.80 -0.02
H 2.676846 0.095861 -4.039781 -0.82 0.01 0.46
H 3.281412 2.841403 -2.669695 -0.44 -0.56 -0.16
C -2.514925 -0.892941 1.687727 3.65 -0.99 1.32
C -1.147991 -0.707445 1.868522 -0.99 -0.33 -0.14
O -0.234929 -1.677252 2.463669 -3.22 0.59 -2.00
H -3.243240 -0.074577 1.670997 0.53 -0.48 -0.79
H -2.774309 -1.962659 1.841725 -0.50 1.04 0.23
H -0.549268 0.168824 1.505422 -1.02 -0.44 0.75
H 0.423714 -1.094295 2.773890 1.55 0.62 0.63
```
Positions in Å, forces in eV/Å.

**Multiplicity**: 1
**LUMO**: 0.32 eV
**SMILES**: C=CO.SS
**Charge**: 0
**Orbital gap**: 9.437 eV

Record 4
Molecular formula: C22H30Cl8F2O2
Method: DFT, wB97M-V/def2-TZVPD

XYZ file:
```
64
Properties=species:S:1:pos:R:3:forces:R:3
F -23.263970 31.400000 14.639330 0.49 -0.78 0.42
C -22.984500 30.203780 15.244670 -0.60 -0.12 0.18
C -22.730330 30.136780 16.586120 0.51 0.57 1.60
C -22.578510 28.939020 17.321180 -0.96 0.20 -2.48
C -22.847040 27.756630 16.588890 1.22 0.92 0.85
C -23.064030 27.852490 15.212370 -0.98 -1.49 0.53
C -23.156350 29.025030 14.546790 -0.10 2.25 -0.82
H -22.676950 31.040960 17.174340 0.10 0.34 -0.20
H -22.372800 29.088470 18.370830 -0.01 -0.71 0.06
H -22.768300 26.792010 17.068170 -0.21 -0.10 -0.03
H -23.422640 27.000730 14.653540 0.47 -0.48 0.11
H -23.465590 29.166740 13.521760 0.06 -0.59 -0.23
F -14.233520 19.129830 11.722000 0.64 0.56 -0.24
C -15.130770 18.476100 12.443180 -0.84 0.03 2.25
C -15.221770 18.673110 13.849080 2.25 0.67 -2.51
C -16.064170 17.901140 14.564080 -1.99 -0.75 0.38
C -16.976800 17.097250 13.897820 -0.51 -1.03 -2.20
C -16.953730 16.947990 12.450830 -0.46 0.00 3.67
C -15.992860 17.633340 11.793270 0.55 0.32 -1.70
H -14.515910 19.354810 14.300130 0.01 0.08 0.12
H -16.148490 17.972150 15.638440 0.19 0.10 0.08
H -17.724080 16.535280 14.438360 0.02 0.00 0.18
H -17.649890 16.309660 11.927100 -0.06 -0.02 0.13
H -15.919010 17.540420 10.719820 0.17 0.07 -0.16
C -26.909240 13.362880 13.978380 -0.27 -0.45 0.23
Cl -28.180120 14.383430 14.779420 0.70 -0.63 -0.67
Cl -27.430400 12.491850 12.498250 -0.04 0.66 0.34
H -26.041450 13.984460 13.757780 -0.34 -0.06 -0.06
H -26.655250 12.541870 14.648840 -0.02 0.49 0.17
C -19.899050 20.920610 11.769660 0.90 -0.55 1.56
Cl -21.218050 21.979450 12.157870 -0.79 0.33 0.21
Cl -19.864450 20.459990 10.107830 0.29 -0.01 -0.85
H -19.009280 21.418140 12.155490 0.19 0.13 -0.84
H -19.922450 20.002730 12.357060 -0.58 0.07 -0.03
C -25.634050 17.840180 22.532740 -0.36 0.90 -0.19
Cl -25.785270 17.481150 20.833360 -0.17 -0.12 -0.91
Cl -26.138450 19.560630 22.873200 0.37 -0.89 -0.02
H -26.358730 17.190960 23.024120 0.64 0.15 0.38
H -24.565310 17.732560 22.718000 -0.47 -0.03 0.72
C -29.043900 20.317490 12.631830 -0.48 -0.48 0.05
Cl -28.132260 21.801930 12.749100 0.57 0.13 -0.11
Cl -30.767910 20.704850 12.758870 -0.25 -0.24 0.05
H -28.906780 19.805350 11.679470 0.21 0.35 0.09
H -28.774490 19.647310 13.448150 -0.05 0.23 -0.07
C -21.252530 10.324900 11.955170 -0.68 -1.65 0.01
C -20.929440 11.353570 12.991010 -1.95 1.31 -0.62
O -21.346950 12.488810 12.773150 1.09 -0.97 0.80
C -20.243340 10.900070 14.268510 0.57 1.18 -1.74
H -21.164160 10.596120 10.903150 0.46 0.27 0.27
H -22.307020 10.067420 12.054490 -0.48 0.57 0.16
H -20.874840 9.325400 12.170680 0.87 0.13 -0.24
H -19.372090 10.429280 13.813140 0.22 -0.68 0.69
H -20.854970 10.231900 14.874770 0.24 0.13 -0.01
H -19.870720 11.822450 14.714030 -0.36 -0.28 0.69
C -23.957130 19.975290 16.325120 -0.70 1.08 -0.96
C -22.957520 18.951720 15.945530 1.42 -0.93 -0.35
O -21.768990 19.120240 16.110480 -0.01 0.39 0.26
C -23.376230 17.644740 15.311850 -1.42 0.13 0.08
H -24.869000 19.869890 15.737340 -0.41 -0.54 0.57
H -23.636850 20.945160 15.944500 0.60 0.12 0.43
H -24.116120 20.050370 17.400850 -0.14 -0.17 -0.12
H -22.862080 16.804520 15.778520 0.13 0.14 -0.30
H -23.272500 17.670730 14.227100 0.66 0.02 0.00
H -24.454660 17.518690 15.407730 -0.12 -0.24 0.36
```
Positions in Å, forces in eV/Å.

**Multiplicity**: 1
**LUMO**: 0.14 eV
**SMILES**: Fc1ccccc1.Fc1ccccc1.CC(C)=O.CC(C)=O.ClCCl.ClCCl.ClCCl.ClCCl
**Charge**: 0
**Orbital gap**: 9.133 eV

Record 5
Molecular formula: C2H3OP
Method: DFT, wB97M-V/def2-TZVPD

XYZ file:
```
7
Properties=species:S:1:pos:R:3:forces:R:3
C 0.106829 -0.907040 -0.210997 0.51 -0.59 -0.47
C -0.379170 0.480748 -0.174906 -2.84 0.04 5.82
O 0.855466 1.078657 -0.008764 0.36 3.28 -0.66
P 1.618972 -0.319801 0.046440 2.28 -1.92 -0.04
H -0.246505 -1.900640 -0.171901 -0.95 -0.52 -0.23
H -1.140573 1.046822 -0.708802 0.28 -0.38 -0.39
H -0.815018 0.521254 1.228933 0.35 0.09 -4.02
```
Positions in Å, forces in eV/Å.

**Multiplicity**: 1
**LUMO**: 0.20 eV
**Charge**: 0
**Orbital gap**: 9.136 eV

Record 6
Molecular formula: C3H3ClFHfO3
Method: DFT, wB97M-V/def2-TZVPD

XYZ file:
```
12
Properties=species:S:1:pos:R:3:forces:R:3
Hf 0.979256 -2.010008 -5.375127 0.52 1.96 3.87
Cl 1.231134 -0.859013 -3.048259 -0.41 -2.06 -4.32
C 0.151930 -0.635321 0.684925 0.18 -0.24 1.14
C -1.022332 0.318543 0.279536 0.34 -0.34 -0.66
O -0.428245 1.559809 0.491633 -0.91 -0.03 -0.01
C 0.338926 1.409844 1.602914 -0.26 0.07 -0.41
O 0.666169 2.273018 2.348147 0.54 0.15 0.27
O 0.634755 0.109120 1.779813 0.10 -0.50 0.33
F -2.039833 0.058838 1.076450 -0.15 0.38 -0.04
H 0.919444 -0.700983 -0.113805 -0.31 0.16 -0.15
H -0.154329 -1.625837 1.040540 0.45 -0.07 0.11
H -1.276874 0.101989 -0.766767 -0.09 0.53 -0.13
```
Positions in Å, forces in eV/Å.

**Multiplicity**: 1
**LUMO**: -19.07 eV
**Charge**: +3
**Orbital gap**: 1.970 eV